(1)
Below is a gas-phase ion, C4H5N2 (charge +1) at a distorted geometry, with properties calculated with wB97M-V/def2-TZVPD.

ORCA input file:
```
! wB97M-V def2-TZVPD RIJCOSX def2/J DEFGRID3
* xyz 1 1
N 3.179 -0.608 0.024
N 1.724 1.414 -0.049
C 1.396 -0.920 0.031
C 2.623 0.452 0.000
C 0.794 0.530 -0.026
C -0.710 0.817 0.002
H -0.852 2.007 -0.280
H -0.865 0.818 1.014
H -1.416 0.199 -0.596
H 1.034 -1.483 0.981
H 1.235 -1.368 -0.980
*
```

As for the energy above the lowest of the compared OMol25 structures with the same formula, charge and spin: 3.469 eV. For the orbital gap, the calculation gives 11.86 eV. For the LUMO energy, the calculation gives -5.57 eV.

(2)
Below is a gas-phase ion, C4H5N2 (charge +1) at a distorted geometry, with properties calculated with wB97M-V/def2-TZVPD.

ORCA input file:
```
! wB97M-V def2-TZVPD RIJCOSX def2/J DEFGRID3
* xyz 1 1
N 2.118 -0.644 0.025
N 2.013 0.640 0.062
C -0.143 -0.031 0.208
C -1.507 0.029 0.026
C 1.015 -1.199 -0.274
C 0.840 1.081 0.304
H -1.892 -1.029 0.103
H 0.632 2.212 0.276
H -2.022 0.312 -0.979
H -1.896 0.915 0.660
H 0.841 -2.286 -0.411
*
```

As for the energy above the lowest of the compared OMol25 structures with the same formula, charge and spin: 4.807 eV. As for the SMILES: CC1=CN=[N+]=C1. For the orbital gap (alpha / beta), the calculation gives 6.65 / 7.61 eV. For the LUMO energy (alpha / beta), the calculation gives -8.56 / -8.37 eV.

(3)
Below is a gas-phase ion, C4H5N2 (charge +1) at a distorted geometry, with properties calculated with wB97M-V/def2-TZVPD.

ORCA input file:
```
! wB97M-V def2-TZVPD RIJCOSX def2/J DEFGRID3
* xyz 1 3
N -0.756 -1.497 0.005
N 2.009 -0.603 -0.002
C 0.063 1.017 0.008
C 0.825 -0.159 -0.001
C -1.275 0.803 0.000
C -1.645 -0.630 -0.004
H -2.695 -0.905 -0.015
H 0.495 2.007 0.021
H -2.029 1.573 -0.007
H 2.835 0.003 -0.016
H 2.173 -1.610 0.011
*
```

As for the energy above the lowest of the compared OMol25 structures with the same formula, charge and spin: 1.547 eV. For the orbital gap (alpha / beta), the calculation gives 6.81 / 6.70 eV. For the LUMO energy (alpha / beta), the calculation gives -5.81 / -8.54 eV.

(4)
Below is a gas-phase ion, C4H5N2O (charge +1) at a distorted geometry, with properties calculated with wB97M-V/def2-TZVPD.

ORCA input file:
```
! wB97M-V def2-TZVPD RIJCOSX def2/J DEFGRID3
* xyz 1 1
O -0.692 0.391 -0.951
N 0.781 -0.347 1.852
N 1.363 -0.729 -1.391
C 0.480 0.011 -0.564
C 0.953 -0.640 0.631
C -1.524 1.080 -0.086
C 1.444 -1.610 -0.445
H 1.599 -0.932 -2.332
H 0.964 -1.006 2.619
H -1.089 1.810 0.525
H -1.907 0.383 0.651
H -2.373 1.589 -0.509
*
```

As for the energy above the lowest of the compared OMol25 structures with the same formula, charge and spin: 4.452 eV. As for the SMILES: [H]/N=C1\C2=[NH+][C@@]21OC. For the orbital gap, the calculation gives 8.42 eV. For the LUMO energy, the calculation gives -6.41 eV.